41
Properties=species:S:1:pos:R:3:forces:R:3 method="wB97M-V/def2-TZVPD" homo_lumo_gap_ev="6.09 / 6.95" spin_multiplicity=4 homo_ha="-0.0687 / -0.1003" s_squared=3.761 charge=-2
V -2.48679 -0.79938 0.26634 -0.070 0.874 -0.291
Cl -2.81413 -2.82089 -1.12266 0.058 -0.365 -0.393
C -1.58513 -2.75951 -2.38857 -0.323 -0.090 0.228
C -1.71141 -3.70720 -3.38397 0.040 0.020 -0.019
C -0.77980 -3.73816 -4.40912 -0.001 0.010 0.018
C 0.25020 -2.81004 -4.39495 0.037 0.035 -0.005
C 0.33982 -1.87506 -3.37853 0.203 0.083 -0.105
Cl 1.68329 -0.75350 -3.46427 -0.176 -0.100 0.068
C -0.57500 -1.78816 -2.30866 0.013 0.071 0.133
S -0.45954 -0.61252 -1.04027 0.380 -0.011 -0.465
H -2.53394 -4.40916 -3.34947 0.006 0.014 0.014
H -0.85517 -4.47100 -5.20159 0.008 0.010 -0.002
H 0.99777 -2.80083 -5.17736 -0.001 0.009 0.015
O -6.02505 0.87853 -0.17616 0.177 -0.258 -0.046
Cl -5.13975 -0.21880 -0.39801 1.135 0.008 0.460
O -5.77502 -1.26699 -1.13784 0.030 0.264 0.124
O -4.61361 -0.75149 0.90038 -0.663 0.205 -0.865
O -3.89537 0.23220 -1.08960 -1.143 -0.214 0.064
N -3.00927 -5.17687 4.59083 0.014 0.042 0.032
C -2.31243 -4.51262 3.93958 -0.070 0.033 -0.136
N -1.42472 -3.85566 3.23036 0.175 -0.050 0.049
C -1.68453 -2.87371 2.44151 0.050 -0.102 0.188
N -1.77198 -1.97552 1.70390 0.083 -0.705 0.800
S 3.17234 0.55669 3.60066 -0.215 0.253 -0.042
C 1.77900 1.10843 2.83086 0.430 -0.291 -0.302
S 0.27720 0.28176 2.86635 -0.326 -0.311 0.445
C -0.46211 1.45461 1.81110 -0.239 0.108 -0.573
N 0.37819 2.35759 1.40112 0.079 -0.260 0.384
N 1.62865 2.13997 1.97986 0.061 0.596 -0.229
C 2.65845 2.99287 1.47652 -0.188 -0.181 0.112
C 2.67049 3.25436 0.11278 0.047 0.034 -0.064
C 3.64358 4.08963 -0.41413 -0.020 -0.024 0.037
C 4.59950 4.66407 0.41479 -0.046 -0.034 0.031
C 4.56878 4.40204 1.77760 -0.022 -0.025 0.017
C 3.59754 3.56775 2.31700 0.097 0.052 0.003
S -2.13582 1.39474 1.35488 0.364 0.311 0.327
H 1.91275 2.80126 -0.51121 0.009 -0.002 -0.014
H 3.65399 4.28585 -1.47900 0.005 0.002 0.002
H 5.36237 5.31239 0.00100 -0.003 0.002 0.002
H 5.30545 4.85003 2.43360 0.000 -0.004 -0.004
H 3.57120 3.35227 3.37432 0.003 -0.013 -0.001

33
Properties=species:S:1:pos:R:3:forces:R:3 method="wB97M-V/def2-TZVPD" homo_lumo_gap_ev="6.06 / 5.63" spin_multiplicity=5 homo_ha="-0.2881 / -0.2880" s_squared=6.081
Mn -0.73138 0.55338 -0.00002 0.365 -1.234 0.000
O 5.53773 3.55846 0.00002 0.257 -0.035 0.000
C 5.48068 2.32744 0.00002 -1.031 -0.379 0.000
O 6.29380 1.39677 0.00003 0.179 0.192 0.000
C 3.95922 1.79053 0.00001 1.007 0.332 0.000
C 3.70746 0.42622 0.00001 -0.385 -0.005 0.000
C 2.40156 -0.01501 0.00001 0.161 -0.179 0.000
N 1.35013 0.81932 -0.00001 -0.268 0.100 0.000
C 1.61092 2.14785 -0.00001 -0.034 0.334 0.000
C 2.88603 2.67131 -0.00001 -0.473 -0.266 0.000
C 0.38397 3.03789 -0.00003 1.289 -0.001 0.000
O 0.45208 4.23157 -0.00003 -0.359 -0.149 0.000
O -0.73704 2.32972 -0.00003 -0.856 0.988 0.000
H 4.53825 -0.26606 0.00003 0.062 0.062 0.000
H 2.19246 -1.07536 0.00001 0.021 0.111 0.000
H 3.02929 3.74265 -0.00001 0.143 -0.003 0.000
S -4.93747 -0.80144 0.00003 0.238 0.127 0.000
C -4.99552 0.91274 0.00002 -0.081 -0.229 0.000
C -3.75917 1.47807 0.00001 0.249 0.397 0.000
C -2.70650 0.52333 0.00000 -0.545 -0.426 0.000
C -3.21691 -0.75704 0.00001 -0.084 0.262 0.000
C -2.33055 -1.89517 0.00000 0.137 -0.108 0.000
C -2.74900 -3.22241 0.00001 0.004 0.141 0.000
C -1.81040 -4.23363 0.00000 0.063 0.142 0.000
C -0.46330 -3.89090 -0.00002 -0.115 -0.135 0.000
C -0.11906 -2.55809 -0.00002 0.261 0.060 0.000
N -1.01169 -1.55920 -0.00002 -0.225 -0.079 0.000
H -5.95479 1.40562 0.00003 0.028 0.037 0.000
H -3.60568 2.54842 0.00000 0.053 -0.037 0.000
H -3.81061 -3.42691 0.00002 0.013 -0.075 0.000
H -2.11763 -5.27058 0.00001 -0.001 0.000 0.000
H 0.30883 -4.64562 -0.00002 0.030 0.034 0.000
H 0.92428 -2.28387 -0.00004 -0.104 0.023 0.000

41
Properties=species:S:1:pos:R:3:forces:R:3 method="wB97M-V/def2-TZVPD" homo_lumo_gap_ev="7.39 / 7.35" spin_multiplicity=4 homo_ha="-0.3003 / -0.3041" s_squared=3.775
Cr 0.66153 0.32211 -0.48870 1.566 -0.027 -0.134
N 0.89066 -0.51795 1.52823 -0.071 0.223 -0.244
N 2.08933 -1.27256 1.50039 -0.037 -0.187 -0.260
C 2.77753 -1.36817 0.25279 0.226 0.217 0.539
O 3.89720 -1.82022 0.26167 -0.217 -0.033 -0.123
O 2.07360 -0.96432 -0.75276 -0.242 0.208 -0.247
H 0.99447 0.30737 2.11240 0.061 0.083 -0.039
H 0.16331 -1.10138 1.92371 -0.132 0.011 0.027
H 2.68909 -1.18319 2.30380 0.021 0.026 0.057
Cl -0.07782 -3.10065 -6.54885 -0.032 -0.120 -0.156
C 0.12620 -1.90801 -5.31538 0.036 0.157 0.191
C -0.31343 -2.17720 -4.03170 -0.096 -0.097 0.061
C -0.12365 -1.20495 -3.07348 0.407 0.429 -0.533
Cl -0.69009 -1.41738 -1.44070 -0.696 -0.712 0.177
C 0.51144 0.02693 -3.30212 -0.128 -0.300 -0.108
O 0.67433 0.90160 -2.35053 0.076 -0.010 0.567
C 0.91611 0.25317 -4.63290 -0.090 -0.148 0.244
Cl 1.66475 1.75787 -4.99825 0.067 0.120 -0.067
C 0.73022 -0.69563 -5.61907 -0.021 0.021 -0.022
H -0.79146 -3.11680 -3.79296 0.011 0.005 0.000
H 1.05669 -0.48410 -6.62747 0.019 -0.032 0.004
C -2.82103 0.79546 -0.14219 0.036 0.024 -0.117
C -1.97874 2.01212 -0.38201 0.147 -0.236 0.057
C -2.58965 3.22918 -0.72946 -0.046 0.259 -0.075
C -1.83905 4.34655 -0.97202 -0.023 -0.207 0.037
C -0.44074 4.28504 -0.81159 0.071 -0.209 0.060
C 0.45965 5.36156 -0.96448 0.139 0.195 -0.027
Br -0.18227 7.05462 -1.52718 0.018 -0.025 0.026
C 1.79518 5.20884 -0.70795 -0.272 0.128 -0.031
C 2.30302 3.97098 -0.29711 0.039 -0.511 0.099
Br 4.13246 3.79449 0.11976 -0.079 0.032 -0.065
C 1.49155 2.85254 -0.19108 -0.123 0.566 -0.116
O 1.89186 1.65672 0.14884 -0.150 -0.481 -0.057
C 0.09809 3.03649 -0.44287 0.216 0.230 0.028
N -0.66370 1.91123 -0.27532 -0.639 0.419 0.119
H -3.82855 1.08178 0.15107 0.003 -0.005 0.069
H -2.38294 0.16877 0.63460 -0.038 -0.016 0.001
H -2.89675 0.20177 -1.05479 -0.020 0.015 0.029
H -3.66714 3.26291 -0.81294 0.001 -0.009 -0.005
H -2.30273 5.27740 -1.26772 -0.021 0.002 0.018
H 2.46722 6.04782 -0.81727 0.016 -0.005 0.012

36
Properties=species:S:1:pos:R:3:forces:R:3 method="wB97M-V/def2-TZVPD" homo_lumo_gap_ev=8.20 homo_ha=-0.3219 smiles="Nc1cccc2c1C(=O)N(Cc1nnc(-c3ccccc3Br)o1)C2=O"
N 4.58110 -0.18178 -1.87827 0.159 -0.140 -0.388
C 4.05668 0.17970 -0.69054 -0.375 0.021 0.425
C 2.94638 -0.48144 -0.16173 0.236 0.484 0.357
C 2.37340 -0.10449 1.05831 0.668 0.399 -0.332
C 2.87781 0.93971 1.79720 -0.253 -0.203 0.044
C 3.99245 1.60765 1.27886 -0.074 -0.087 -0.009
C 4.56623 1.24634 0.08100 0.014 -0.102 -0.131
H 5.42703 1.78461 -0.28823 0.090 0.077 -0.025
H 4.41582 2.43043 1.83539 0.056 0.071 0.024
H 2.43471 1.22719 2.73637 -0.058 0.024 0.105
C 1.23095 -1.01272 1.31598 -0.176 -0.077 0.234
O 0.44873 -1.03668 2.23118 0.098 0.002 -0.028
N 1.21159 -1.89125 0.23679 -0.232 -0.367 -0.072
C 2.20287 -1.61559 -0.70143 -0.027 -0.134 -0.126
O 2.36332 -2.23110 -1.73301 0.090 0.078 -0.012
C 0.21811 -2.91998 0.05828 0.100 -0.022 -0.080
C -1.15289 -2.35152 0.13536 -0.556 -0.347 0.170
N -2.23935 -2.97169 0.45980 1.587 -0.855 -0.009
N -3.23526 -2.07679 0.39631 -0.756 1.138 -0.103
C -2.71817 -0.94181 0.04092 -0.187 -0.816 0.200
C -3.36593 0.33814 -0.13143 -0.061 0.443 -0.079
C -4.75439 0.49086 -0.12640 -0.004 -0.163 0.000
C -5.32128 1.74670 -0.28250 -0.004 -0.053 0.013
C -4.51590 2.85897 -0.44398 0.051 -0.031 0.003
C -3.13597 2.72186 -0.45298 0.005 0.032 -0.013
C -2.56891 1.47378 -0.29852 -0.079 -0.052 0.016
H -1.49570 1.35679 -0.29625 0.066 0.018 -0.003
H -2.50392 3.58742 -0.57820 0.057 0.072 -0.008
H -4.96721 3.83194 -0.56294 -0.048 0.086 -0.011
H -6.39585 1.84251 -0.27672 -0.070 -0.008 0.000
Br -5.91963 -0.98477 0.06995 -0.331 0.329 -0.070
O -1.37735 -1.05490 -0.15259 0.045 0.055 -0.094
H 0.30825 -3.69881 0.82254 -0.054 0.107 -0.144
H 0.39472 -3.36551 -0.92845 0.002 0.060 0.205
H 5.42423 0.23959 -2.22175 -0.047 -0.047 0.009
H 4.19335 -0.98336 -2.34835 0.067 0.010 -0.066